Model i:
The following is a DFT calculation (the ωB97M-V functional and the def2-TZVPD basis) of H15LiO8 as an isolated structure.

* HOMO level: -9.8 eV
* HOMO-LUMO gap: 8.16 eV

Positions of all 24 atoms, in Å:
Li  7.9570  14.2270  32.4920
O  9.2530  13.8610  31.0380
H  9.8750  14.4360  31.3930
O  10.3340  11.5900  32.4870
H  9.8930  10.7470  32.2920
H  9.9520  12.1620  31.7510
O  8.3090  15.2950  29.0080
H  8.6810  14.7690  29.8040
H  9.1390  15.8040  29.0030
O  7.8720  11.6800  30.4080
H  8.3410  12.6490  30.5310
H  7.2450  11.6660  31.0360
O  10.2830  13.1540  28.6350
H  9.3890  13.1930  28.2380
H  9.7020  13.2610  29.5200
O  13.2860  14.5810  30.3790
H  12.5330  15.1350  30.3710
H  13.2160  13.8080  30.7640
O  9.0990  14.7750  34.0660
H  8.6270  15.1690  34.6950
H  9.5670  14.1170  34.4660
O  11.0010  16.4350  32.9750
H  10.5120  15.7340  33.3980
H  10.4150  16.7660  32.2590

Model ii:
The following is a DFT calculation (the ωB97M-V functional and the def2-TZVPD basis) of H15LiO8 as an isolated structure.

* HOMO level: -8.1 eV
* HOMO-LUMO gap: 7.33 eV

Positions of all 24 atoms, in Å:
Li  51.7970  7.9960  31.5660
O  52.7320  9.5970  31.9330
H  52.5210  10.4240  31.5940
O  50.9840  10.6140  33.6010
H  51.6740  10.1420  33.0770
H  51.1990  10.5940  34.5230
O  51.2780  6.3750  33.0970
H  50.6560  5.9080  33.5750
H  51.8540  5.6750  32.9620
O  49.9970  8.4840  31.0870
H  49.9210  8.9180  30.3140
H  49.4100  7.8290  30.7920
O  53.2790  7.9220  33.8070
H  52.5660  8.4250  33.1470
H  54.0620  7.5330  33.3870
O  52.6200  6.8290  30.1170
H  53.2190  6.1760  30.0720
H  52.3720  7.1640  29.2620
O  54.7000  9.3940  31.3500
H  53.7150  9.4390  31.3400
H  54.8610  10.3170  31.1380
O  52.2410  10.9510  29.0440
H  52.0210  10.2970  29.7640
H  51.5160  10.9450  28.4430

Quick one: least stable of them? model ii

Model i:
The following is a DFT calculation (the ωB97M-V functional and the def2-TZVPD basis) of one molecule with the formula C3H9N.

* HOMO level: -9.2 eV
* structure (SMILES): CC(C)N
* HOMO-LUMO gap: 10.34 eV

Positions of all 13 atoms, in Å:
C  -0.8037  0.9143  0.7197
C  0.3238  0.1001  0.1106
C  0.1152  -1.3900  0.4685
N  0.4900  0.3012  -1.3084
H  -1.7515  0.5246  0.3177
H  -0.8690  0.8490  1.8148
H  -0.7838  1.9795  0.4879
H  1.2725  0.3879  0.5890
H  -0.7566  -1.7949  -0.0734
H  0.9171  -2.0520  0.1703
H  -0.2148  -1.3398  1.5114
H  0.9583  1.1752  -1.5213
H  -0.3725  0.3042  -1.8251

Model ii:
The following is a DFT calculation (the ωB97M-V functional and the def2-TZVPD basis) of C3H9N as an isolated structure.

* HOMO level: -6.8 eV
* HOMO-LUMO gap: 7.90 eV

Positions of all 13 atoms, in Å:
C  0.7908  -0.3508  -0.3908
C  -0.3217  0.1206  0.3412
C  -1.7078  -0.3062  -0.0557
N  2.0800  -0.5003  0.1313
H  2.8188  0.0126  -0.3309
H  2.1534  -0.4314  1.1361
H  0.6359  -0.7223  -1.3956
H  0.2530  1.2382  -0.3635
H  -0.1640  0.2087  1.4096
H  -0.3740  2.0184  -0.0175
H  -1.9204  -1.2864  0.3782
H  -2.4496  0.4118  0.2937
H  -1.7945  -0.4130  -1.1362

Quick one: least stable of them? model ii

Model i:
The following is a DFT calculation (the ωB97M-V functional and the def2-TZVPD basis) of a 2-piece molecular cluster, C3H9N overall.

* HOMO level: -10.0 eV
* structure (SMILES): C=N.CC
* HOMO-LUMO gap: 11.12 eV

Positions of all 13 atoms, in Å:
C  2.6332  -1.2305  -0.7970
C  3.6282  -0.0847  -1.1347
H  2.8219  -1.5377  0.2309
H  1.5961  -0.9992  -1.0105
H  2.9578  -2.0781  -1.3990
H  3.1516  0.8739  -0.9303
H  3.8315  -0.0785  -2.2032
H  4.5314  -0.2877  -0.5689
C  -4.9138  0.7183  1.4960
N  -5.4811  1.8131  1.2228
H  -5.1242  -0.1037  0.8114
H  -4.1315  0.5678  2.2405
H  -5.5009  2.4269  2.0420

Model ii:
The following is a DFT calculation (the ωB97M-V functional and the def2-TZVPD basis) of a 2-piece molecular cluster, C3H9N overall.

* HOMO level: -9.8 eV
* structure (SMILES): C=N.CC
* HOMO-LUMO gap: 10.77 eV

Positions of all 13 atoms, in Å:
C  -1.6831  -0.5122  -1.9095
C  -1.1138  -0.5736  -0.4586
H  -0.8352  -0.9673  -2.4281
H  -1.8424  0.4884  -2.2813
H  -2.6054  -1.0851  -1.9833
H  -0.1750  -0.0238  -0.3993
H  -1.7877  -0.0278  0.2253
H  -0.9761  -1.5406  0.0173
C  2.2997  0.5539  1.6196
N  2.5419  1.3894  2.5304
H  3.1288  0.1999  0.9827
H  1.3197  0.1228  1.3662
H  1.7286  1.9760  2.7185

Quick one: least stable of them? model ii

Model i:
The following is a DFT calculation (the ωB97M-V functional and the def2-TZVPD basis) of C6H24O6 as an isolated structure.

* HOMO level: -8.8 eV
* HOMO-LUMO gap: 9.18 eV

Positions of all 36 atoms, in Å:
C  -2.4586  0.4424  0.2190
O  -1.9023  1.3171  -0.8130
H  -1.7385  -0.3071  0.5475
H  -2.9116  0.9973  1.0405
H  -3.2558  -0.1066  -0.2821
H  -1.9077  2.2405  -0.5503
C  -0.9124  3.2883  -0.0736
O  -2.3230  3.1767  -0.1795
H  -0.6181  2.2398  -0.1195
H  -0.3859  3.9283  -0.7816
H  -0.7184  3.8816  0.8200
H  -2.6065  3.8847  0.4034
C  2.1354  -0.2764  2.1294
O  1.1081  -1.1502  2.6900
H  1.8014  0.3222  1.2819
H  2.3256  0.4699  2.9008
H  3.1287  -0.7081  2.0064
H  1.4617  -1.8436  3.2519
C  0.9782  -0.2761  -3.3532
O  0.1625  -1.4091  -3.5391
H  1.2969  0.2345  -4.2619
H  0.4238  0.5184  -2.8538
H  1.7927  -0.4523  -2.6506
H  0.6280  -2.1769  -3.1993
C  0.2305  -2.6980  1.3899
O  1.4531  -3.4662  1.6077
H  -0.0828  -2.3361  2.3692
H  0.4444  -1.9711  0.6064
H  -0.6245  -3.1582  0.8947
H  2.1553  -2.8928  1.9233
C  0.3913  -0.5365  -0.5042
O  0.0332  0.8441  -0.4614
H  1.3882  -0.8132  -0.1612
H  -0.3538  -1.2006  -0.0660
H  0.3622  -0.8417  -1.5502
H  -0.9011  0.8353  -0.6816

Model ii:
The following is a DFT calculation (the ωB97M-V functional and the def2-TZVPD basis) of a 6-piece molecular cluster, C6H24O6 overall.

* HOMO level: -10.1 eV
* structure (SMILES): CO.CO.CO.CO.CO.CO
* HOMO-LUMO gap: 10.49 eV

Positions of all 36 atoms, in Å:
C  14.4935  12.0711  -14.5023
O  14.4922  12.6882  -15.8166
H  15.3891  12.1567  -13.8871
H  13.6406  12.2780  -13.8559
H  14.4089  10.9852  -14.5461
H  14.6310  12.0239  -16.4957
C  13.1689  7.5129  -14.9511
O  14.1709  7.3176  -14.0633
H  12.2957  6.9064  -14.7108
H  12.9091  8.5583  -15.1177
H  13.5639  7.1551  -15.9019
H  14.0947  7.8665  -13.2793
C  10.5445  6.4334  -17.5535
O  11.6350  6.6132  -18.3637
H  9.5462  6.4549  -17.9907
H  10.6611  5.4222  -17.1636
H  10.5313  7.0810  -16.6769
H  11.3735  6.5421  -19.2847
C  15.3502  8.5015  -11.5961
O  13.9956  8.6956  -11.6956
H  15.6293  8.8179  -10.5911
H  15.7808  7.5196  -11.7926
H  15.7759  9.1272  -12.3806
H  13.6954  8.5582  -10.7942
C  17.5324  6.4813  -14.0816
O  18.3334  7.3091  -13.2292
H  16.4810  6.5970  -13.8188
H  17.6875  6.6605  -15.1455
H  17.8216  5.4442  -13.9117
H  18.2323  6.9741  -12.3353
C  14.8257  3.8299  -12.1269
O  15.0587  2.6832  -12.9489
H  13.9277  3.4814  -11.6167
H  15.7658  4.0899  -11.6405
H  14.5585  4.6959  -12.7325
H  15.3220  3.0256  -13.8063

Quick one: least stable of them? model i